[1]
Here is C18H61B2O13PdPtSSr as an isolated structure at a distorted geometry from OMol25. Energies are from wB97M-V/def2-TZVPD.

XYZ file:
```
98
C18H61B2O13PdPtSSr, DFT wB97M-V/def2-TZVPD
Pt -22.798 23.825 -21.838
Sr -20.880 27.552 -23.135
Pd -17.758 25.131 -23.210
B -22.160 26.022 -21.370
H -22.250 25.434 -20.470
H -21.206 25.790 -21.819
H -22.890 25.740 -22.113
H -22.326 27.059 -21.124
B -17.674 24.624 -20.986
H -18.660 24.402 -21.363
H -16.929 24.163 -21.616
H -17.531 25.690 -21.068
H -17.566 24.403 -19.935
S -21.021 24.631 -24.487
O -21.672 25.903 -24.744
O -21.833 23.839 -23.580
O -20.650 23.897 -25.696
O -19.822 24.940 -23.739
C -17.102 28.767 -21.366
C -17.293 28.363 -22.859
O -18.271 27.314 -23.049
H -16.169 29.327 -21.309
H -17.074 27.894 -20.713
H -17.835 29.476 -20.981
H -16.367 28.033 -23.329
H -17.565 29.278 -23.385
C -18.190 20.970 -28.364
C -18.380 22.432 -28.133
O -18.392 22.706 -26.681
H -17.467 20.405 -27.775
H -17.961 20.690 -29.393
H -19.107 20.458 -28.072
H -19.316 22.731 -28.604
H -17.564 22.892 -28.690
H -19.275 22.940 -26.387
C -19.115 21.603 -23.686
C -17.818 22.029 -23.116
O -17.240 22.992 -23.998
H -19.852 22.272 -23.240
H -19.469 20.605 -23.429
H -19.158 21.613 -24.775
H -17.150 21.178 -23.247
H -17.821 22.205 -22.040
H -17.260 22.695 -24.911
C -25.821 25.085 -24.835
C -24.841 24.081 -24.602
O -24.601 24.155 -23.184
H -26.742 24.759 -24.351
H -26.284 25.173 -25.818
H -25.609 26.060 -24.397
H -23.854 24.008 -25.058
H -25.302 23.110 -24.784
H -25.446 24.447 -22.834
C -20.907 23.291 -18.296
C -20.619 22.612 -19.624
O -20.797 23.456 -20.720
H -20.372 24.240 -18.279
H -20.709 22.693 -17.406
H -21.969 23.518 -18.383
H -21.263 21.754 -19.816
H -19.568 22.330 -19.688
H -19.978 23.895 -20.962
C -24.086 20.167 -23.254
C -22.699 20.684 -22.876
O -22.867 21.566 -21.830
H -24.594 19.641 -22.446
H -24.145 19.722 -24.247
H -24.769 21.009 -23.368
H -22.340 21.004 -23.854
H -22.133 19.820 -22.526
H -23.338 21.163 -21.097
C -20.711 26.527 -29.166
C -21.134 26.014 -27.793
O -22.207 26.779 -27.136
H -19.993 25.807 -29.560
H -20.195 27.485 -29.219
H -21.585 26.621 -29.810
H -20.284 25.895 -27.121
H -21.438 24.989 -28.006
H -21.961 26.438 -26.274
C -16.469 25.806 -27.670
C -17.104 26.437 -26.455
O -17.685 25.522 -25.536
H -17.234 25.413 -28.340
H -15.911 24.880 -27.531
H -15.779 26.546 -28.075
H -17.818 27.137 -26.889
H -16.378 27.052 -25.925
H -18.298 25.055 -26.107
C -22.724 20.386 -27.431
C -22.187 21.608 -26.650
O -21.777 22.613 -27.548
H -23.108 19.725 -26.653
H -22.001 20.046 -28.172
H -23.612 20.500 -28.052
H -21.262 21.415 -26.107
H -22.879 21.950 -25.880
H -21.285 23.199 -26.968
```

Values from the calculation:
E_LUMO (spin up / spin down) ... -0.89 / -1.64 eV
Gap between HOMO and LUMO (spin up / spin down) ... 0.097 / 0.261 hartree
DFT total energy ... -2425.8252 Eh
2S+1 ... 6
M ... 928.5 g mol⁻¹
<S²> ... 8.7583



[2]
Here is a 13-piece molecular cluster, C18H62O13 overall at a distorted geometry from OMol25. Energies are from wB97M-V/def2-TZVPD.

XYZ file:
```
93
C18H62O13, DFT wB97M-V/def2-TZVPD
C -6.982 -1.393 -3.362
O -8.003 -0.642 -2.677
H -6.850 -2.377 -2.912
H -7.342 -1.492 -4.386
H -6.028 -0.876 -3.470
H -8.854 -0.786 -3.096
C -2.754 -0.328 4.864
O -4.016 -0.746 4.508
H -2.035 -0.996 5.336
H -2.232 0.025 3.974
H -2.785 0.537 5.528
H -4.418 -0.910 5.364
C 4.777 2.170 3.259
O 3.652 1.922 2.634
H 5.041 1.250 3.781
H 5.621 2.263 2.576
H 4.830 2.984 3.982
H 3.900 1.654 1.746
C -4.563 5.549 -2.208
O -4.167 6.359 -3.201
H -5.428 4.997 -2.575
H -3.776 4.878 -1.864
H -4.993 6.083 -1.360
H -3.416 6.041 -3.708
C -2.562 -5.222 -3.354
O -2.303 -4.153 -2.500
H -2.234 -6.150 -2.887
H -3.652 -5.210 -3.324
H -2.197 -4.951 -4.345
H -2.731 -4.262 -1.648
C -3.431 -4.661 2.585
O -3.799 -3.855 1.577
H -2.348 -4.763 2.516
H -3.794 -4.482 3.598
H -3.838 -5.621 2.269
H -4.150 -3.011 1.869
C 5.276 0.534 -2.618
O 5.443 0.748 -1.257
H 4.252 0.677 -2.962
H 5.954 1.204 -3.146
H 5.686 -0.441 -2.880
H 5.063 -0.043 -0.868
C 2.510 -2.442 3.920
O 2.500 -1.897 5.240
H 1.518 -2.724 3.568
H 2.826 -1.632 3.262
H 3.153 -3.322 3.920
H 1.751 -1.299 5.192
C -0.249 0.052 -0.464
C -0.581 0.953 -1.557
O -0.966 0.194 -2.674
H -1.109 -0.484 -0.064
H 0.089 0.647 0.385
H 0.578 -0.589 -0.770
H 0.374 1.422 -1.794
H -1.314 1.736 -1.359
H -1.187 -0.696 -2.391
C 1.535 6.520 -0.327
C 1.226 7.931 0.160
O 0.561 8.626 -0.928
H 2.058 6.479 -1.283
H 0.485 6.267 -0.469
H 2.034 5.878 0.400
H 2.200 8.371 0.375
H 0.671 7.859 1.096
H -0.370 8.621 -0.695
C 3.002 -2.809 -7.065
C 1.774 -2.589 -6.170
O 2.057 -2.056 -4.873
H 3.548 -3.669 -6.677
H 3.656 -1.943 -6.965
H 2.714 -2.969 -8.104
H 1.132 -3.466 -6.083
H 1.025 -1.926 -6.604
H 1.317 -1.555 -4.520
C 0.143 3.926 7.720
C 1.245 4.020 6.575
O 0.627 3.935 5.294
H 0.482 4.372 8.655
H -0.138 2.889 7.907
H -0.654 4.546 7.312
H 2.134 3.463 6.870
H 1.628 5.040 6.628
H 1.133 3.379 4.698
C 1.672 -5.671 -0.565
C 2.335 -6.130 -1.824
O 3.252 -5.163 -2.426
H 1.237 -4.694 -0.774
H 2.326 -5.648 0.307
H 0.926 -6.417 -0.291
H 1.602 -6.341 -2.603
H 2.896 -7.036 -1.594
H 2.826 -4.466 -2.930
```

Values from the calculation:
ΔE to the lowest compared entry with this formula, charge and spin ... 924.9 kJ/mol
E_LUMO ... 0.00 eV
Gap between HOMO and LUMO ... 0.369 hartree
DFT total energy ... -1700.7697 Eh
M ... 486.7 g mol⁻¹



[3]
Here is C18H63O25P3SSr as an isolated structure at a distorted geometry from OMol25. Energies are from wB97M-V/def2-TZVPD.

XYZ file:
```
111
C18H63O25P3SSr, DFT wB97M-V/def2-TZVPD
Sr -9.305 -40.795 -1.465
S -12.640 -39.627 -2.496
O -13.933 -40.089 -1.973
O -12.461 -40.019 -3.899
O -12.451 -38.179 -2.388
O -11.604 -40.270 -1.660
C -13.907 -36.536 0.084
O -12.663 -36.251 -0.515
H -13.925 -37.520 0.559
H -14.149 -35.744 0.796
H -14.761 -36.517 -0.603
H -12.503 -36.957 -1.183
C -9.134 -40.701 -5.284
O -9.613 -40.241 -4.027
H -9.128 -41.790 -5.401
H -9.734 -40.291 -6.098
H -8.091 -40.396 -5.382
H -10.579 -40.095 -4.129
C -13.550 -39.321 -7.000
O -12.344 -39.983 -6.608
H -13.615 -39.487 -8.073
H -14.436 -39.733 -6.517
H -13.464 -38.258 -6.771
H -12.321 -40.030 -5.634
C -15.953 -40.621 0.989
O -15.687 -39.509 0.158
H -15.245 -40.642 1.826
H -16.960 -40.569 1.413
H -15.949 -41.578 0.459
H -14.986 -39.800 -0.460
C -15.477 -42.002 -4.137
O -16.060 -41.044 -3.297
H -15.074 -41.562 -5.056
H -14.662 -42.559 -3.656
H -16.219 -42.759 -4.398
H -15.346 -40.597 -2.780
C -13.730 -43.249 -0.743
O -13.071 -42.164 -0.113
H -14.690 -42.934 -1.163
H -13.144 -43.555 -1.624
H -13.859 -44.098 -0.076
H -13.159 -41.410 -0.726
C -10.218 -43.350 1.195
O -10.447 -42.294 0.249
H -9.709 -44.134 0.628
H -9.518 -43.026 1.969
H -11.182 -43.633 1.613
H -11.418 -42.104 0.235
C -9.275 -37.064 -1.320
O -9.723 -38.280 -1.925
H -9.782 -36.227 -1.801
H -9.468 -36.995 -0.248
H -8.204 -37.010 -1.511
H -10.681 -38.220 -2.114
C -15.385 -37.729 -3.612
O -14.333 -36.810 -3.901
H -16.335 -37.343 -3.973
H -15.181 -38.632 -4.196
H -15.442 -38.005 -2.559
H -13.511 -37.154 -3.514
C -11.385 -38.751 1.443
O -10.432 -39.467 2.247
P -8.882 -39.294 1.979
O -8.441 -39.548 0.597
O -8.518 -37.837 2.530
C -7.236 -37.247 2.331
O -8.189 -40.292 3.011
C -8.696 -40.571 4.328
H -10.920 -38.370 0.535
H -11.827 -37.954 2.039
H -12.213 -39.377 1.108
H -6.783 -37.494 1.371
H -6.599 -37.620 3.137
H -7.279 -36.165 2.415
H -8.091 -39.972 5.009
H -8.593 -41.626 4.574
H -9.753 -40.311 4.363
C -10.594 -45.987 -1.562
O -9.805 -45.673 -2.713
P -9.911 -44.281 -3.427
O -9.746 -43.074 -2.582
O -8.847 -44.433 -4.621
C -7.498 -44.006 -4.438
O -11.279 -44.350 -4.246
C -11.795 -43.223 -4.946
H -10.070 -46.035 -0.611
H -11.054 -46.959 -1.738
H -11.443 -45.304 -1.482
H -6.863 -44.761 -3.969
H -7.459 -43.148 -3.761
H -7.114 -43.757 -5.423
H -11.143 -42.745 -5.677
H -12.130 -42.430 -4.274
H -12.677 -43.522 -5.510
C -9.072 -37.188 -8.186
O -9.455 -35.848 -7.913
P -9.275 -35.179 -6.486
O -8.034 -35.494 -5.761
O -9.482 -33.639 -6.784
C -10.554 -33.170 -7.605
O -10.586 -35.527 -5.638
C -10.646 -36.683 -4.809
H -8.589 -37.644 -7.322
H -8.418 -37.257 -9.053
H -9.963 -37.771 -8.428
H -10.772 -33.902 -8.386
H -10.172 -32.307 -8.150
H -11.464 -32.931 -7.060
H -9.740 -37.284 -4.741
H -11.493 -37.271 -5.167
H -10.904 -36.389 -3.791
```

Values from the calculation:
ΔE to the lowest compared entry with this formula, charge and spin ... 57.9 kJ/mol
E_LUMO ... -0.61 eV
Gap between HOMO and LUMO ... 0.297 hartree
DFT total energy ... -4057.9660 Eh
M ... 892.3 g mol⁻¹



> What is the M in the second record?

486.7 g mol⁻¹



> Which value of DFT total energy does entry 3 give?

-4057.9660 Eh



> Among the records above, which one has the highest DFT total energy?

C18H62O13